Entry 1:
Molecular formula: C3H10NSi
Method: DFT, ωB97M-V/def2-TZVPD

Last column: natural (NBO) charge in e.
Atoms and positions in Å:
C 1.898 -1.364 0.058  -0.321
C 1.223 -0.306 -0.333  -0.273
C 0.074 0.310 0.424  -0.375
N -0.211 1.732 -0.025  -0.680
Si -1.842 -0.737 0.124  0.810
H 2.644 -1.646 -0.666  0.233
H 1.686 -1.897 0.916  0.211
H 1.569 0.247 -1.220  0.205
H 0.299 0.218 1.457  0.241
H 0.596 2.227 0.197  0.435
H -1.063 2.119 0.320  0.451
H -0.180 1.474 -1.067  0.463
H -2.073 -0.225 -1.345  -0.151
H -1.699 -2.111 0.283  -0.122
H -2.920 -0.041 0.877  -0.126

The energy comes out at -12631.6566 eV. The lowest unoccupied orbital energy is -3.610 eV. The structure (SMILES) is C=C[C@@H]([NH3+])[SiH3]. Its charge is +1.



Entry 2:
Molecular formula: C3H10Na2O5P
Method: DFT, ωB97M-V/def2-TZVPD

Last column: natural (NBO) charge in e.
Atoms and positions in Å:
Na -26.023 -13.699 -18.768  0.989
Na -27.843 -13.372 -21.781  0.988
O -27.025 -14.908 -20.336  -1.437
H -26.633 -15.733 -20.652  0.462
C -29.467 -21.646 -21.786  -0.253
O -30.078 -20.961 -20.697  -0.806
P -29.551 -19.588 -20.227  2.591
O -30.209 -19.082 -19.048  -1.091
O -27.973 -19.758 -20.091  -0.837
C -27.298 -19.395 -18.897  -0.246
O -29.692 -18.723 -21.543  -0.818
C -28.848 -17.584 -21.743  -0.245
H -28.460 -21.280 -21.990  0.188
H -30.077 -21.532 -22.682  0.194
H -29.398 -22.704 -21.536  0.201
H -26.845 -18.404 -18.999  0.161
H -26.499 -20.116 -18.715  0.193
H -27.968 -19.398 -18.039  0.215
H -29.478 -16.771 -22.101  0.179
H -28.113 -17.808 -22.517  0.184
H -28.346 -17.272 -20.829  0.188

The energy comes out at -31629.8639 eV. The lowest unoccupied orbital energy is -4.706 eV. Its charge is +1.



Entry 3:
Molecular formula: C3H10O
Method: DFT, ωB97M-V/def2-TZVPD

Last column: natural (NBO) charge in e.
Atoms and positions in Å:
C -1.612 -0.976 0.223  -0.621
C -0.038 -1.088 0.423  -0.385
C 0.785 -0.242 -0.508  -0.665
H -1.710 -0.533 -0.737  0.204
H -1.931 -0.381 1.114  0.210
H -1.992 -1.998 0.121  0.206
H 0.154 -2.143 0.539  0.184
H 0.162 -0.782 1.479  0.178
H 0.687 -0.204 -1.579  0.199
H 0.653 0.745 0.012  0.271
H 1.895 -0.504 -0.436  0.192
H 0.937 2.946 0.550  0.479
H 1.129 2.831 -1.005  0.486
O 0.880 2.328 -0.197  -0.938

The energy comes out at -5319.0689 eV. The lowest unoccupied orbital energy is 0.656 eV. The structure (SMILES) is CCC.O.



For reference, highest occupied orbital energy by record: -0.5037, -0.4603, -0.3608 hartree.
For reference, energy above the lowest of the compared OMol25 structures with the same formula, charge and spin by record: 27.4, 0.0, 35.6 kcal/mol.
For reference, frontier orbital gap by record: 10.10, 7.82, 10.47 eV.